Formula: C5H8O3
Source: the OMol25 dataset
Level of theory: ωB97M-V/def2-TZVPD

The total charge is -1. As for the multiplicity: 2. For the total energy, the calculation gives -420.9721 Eh. The relative energy (zero: lowest compared OMol25 entry of this formula, charge and spin) comes out at 33.42 kcal/mol. The expectation value of S² is 0.7670. The calculation puts the gap between HOMO and LUMO (spin up / spin down) at 0.247 / 0.303 Ha.

Geometry as XYZ:
```
16
Properties=species:S:1:pos:R:3:mulliken_spin:R:1
O -4.27736 -1.19402 2.91353 0.02
O -2.96958 -2.97294 2.48708 0.00
C -3.74506 -2.28496 3.16365 -0.01
O -4.06515 -2.75137 4.45837 0.05
C -3.53646 -3.90834 4.93571 0.75
C -3.13767 -3.89015 6.31340 -0.13
H -2.99562 -4.50834 4.20140 0.03
H -2.59332 -4.79142 6.61336 -0.01
H -3.95772 -3.67059 7.00971 0.05
H -2.32200 -2.77506 6.42178 0.14
C -0.72976 -1.22985 4.89202 0.14
C -1.44196 -1.23487 6.07954 -0.05
H -1.22304 -1.28728 3.91910 0.00
H 0.31256 -1.55436 4.86549 0.00
H -2.44011 -0.78528 6.05678 0.01
H -0.89792 -1.00322 7.00260 0.00
```


Formula: C5H8O3
Source: the OMol25 dataset
Level of theory: ωB97M-V/def2-TZVPD

For the total energy, the calculation gives -420.9932 Eh. The relative energy (zero: lowest compared OMol25 entry of this formula, charge and spin) comes out at 39.44 kcal/mol. The calculation puts the gap between HOMO and LUMO at 0.382 Ha.

Geometry as XYZ:
```
16
Properties=species:S:1:pos:R:3:mulliken_charge:R:1
C 0.52247 0.40377 -2.01769 -0.99
C -0.18521 -0.65759 -1.23480 0.68
C 0.67371 -1.88926 -1.00385 -0.05
O -1.31514 -0.58538 -0.82581 -0.53
O 1.43677 -2.06055 -0.09943 -0.42
H 0.52331 -2.65332 -1.79767 0.36
H -0.19489 1.04940 -2.51762 0.30
H 1.22660 -0.02333 -2.72655 0.38
H 1.07903 1.00364 -1.29403 0.28
C -1.12752 0.88731 2.17063 -0.96
C 0.24300 0.65800 1.63126 0.26
O 0.84225 1.41046 0.91143 -0.53
H 0.68943 -0.30946 1.92970 0.33
H -1.44771 1.91129 1.99764 0.30
H -1.80205 0.20938 1.64701 0.25
H -1.16406 0.64563 3.22979 0.34
```


Formula: C5H8O3
Source: the OMol25 dataset
Level of theory: ωB97M-V/def2-TZVPD

For the total energy, the calculation gives -421.0395 Eh. The relative energy (zero: lowest compared OMol25 entry of this formula, charge and spin) comes out at 10.38 kcal/mol. The calculation puts the gap between HOMO and LUMO at 0.333 Ha.

Geometry as XYZ:
```
16
Properties=species:S:1:pos:R:3:mulliken_charge:R:1
C 0.83547 -1.77177 2.37539 0.80
C -0.63972 0.12053 -0.22486 0.07
C 0.62450 -0.26151 -0.05249 0.48
C -1.37463 1.05929 0.69084 -1.37
C 1.37119 -1.15512 -0.99791 -1.28
O 1.46397 -1.54260 3.30666 -0.40
O 0.19364 -2.00943 1.45652 -0.37
O 1.42812 0.22828 0.94607 -0.56
H -1.18533 -0.29566 -1.05606 0.37
H -2.33977 1.32351 0.26720 0.33
H -0.81311 1.98336 0.84479 0.36
H -1.55524 0.60913 1.67033 0.30
H 2.43793 -0.97783 -0.88194 0.34
H 1.08089 -0.95182 -2.02508 0.35
H 1.16800 -2.20182 -0.78389 0.27
H 0.94369 0.88907 1.45467 0.30
```


The highest relative energy (zero: lowest compared OMol25 entry of this formula, charge and spin) belongs to which entry?
number 2